Entry 1:
26
Properties=species:S:1:pos:R:3 method="wB97M-V/def2-TZVPD" spin_multiplicity=1 smiles=Cc1ccccc1.CCC relative_energy_kcal_mol=45.4 e_lumo_ev=0.9339
C -1.453 3.270 2.896
C -0.952 1.925 2.665
C -0.912 1.421 1.364
C -0.245 0.234 1.029
C 0.333 -0.626 2.044
C 0.050 -0.186 3.344
C -0.469 1.085 3.629
H -1.908 3.752 2.076
H -0.751 3.935 3.427
H -2.286 3.128 3.650
H -1.513 1.911 0.605
H -0.204 0.045 0.065
H 0.988 -1.561 1.716
H 0.349 -0.859 4.124
H -0.616 1.345 4.731
C -0.033 -0.948 -3.835
C 0.700 -1.745 -2.790
C 1.940 -2.519 -3.346
H -0.522 -1.521 -4.712
H 0.696 -0.343 -4.524
H -0.830 -0.257 -3.491
H 0.963 -1.070 -1.896
H -0.046 -2.366 -2.323
H 1.582 -3.539 -3.241
H 2.280 -2.282 -4.358
H 2.860 -2.231 -2.849


Entry 2:
13
Properties=species:S:1:pos:R:3 method="wB97M-V/def2-TZVPD" spin_multiplicity=1 smiles="CCCC=S" relative_energy_kcal_mol=126.7 e_lumo_ev=-1.5299
C -1.400 0.372 0.720
C -0.771 -0.109 -0.709
C 0.802 -0.675 -0.537
C 1.399 0.412 0.344
S 3.345 -0.150 0.231
H -0.406 0.877 1.069
H -2.264 1.206 0.601
H -1.829 -0.444 1.458
H -1.432 -0.767 -1.237
H -0.781 0.786 -1.455
H 1.467 -1.070 -1.483
H 0.647 -1.774 -0.158
H 1.223 1.336 1.156


Entry 3:
8
Properties=species:S:1:pos:R:3 method="wB97M-V/def2-TZVPD" spin_multiplicity=1 smiles="O=CNC=O" relative_energy_kcal_mol=5.5 e_lumo_ev=0.6643
O -0.311 1.467 -1.102
C 0.538 1.006 -0.379
N 0.353 -0.106 0.416
C -0.817 -0.869 0.241
O -0.813 -2.062 0.127
H 1.577 1.374 -0.296
H 1.183 -0.573 0.755
H -1.710 -0.236 0.239


Entry 4:
53
Properties=species:S:1:pos:R:3 method="wB97M-V/def2-TZVPD" spin_multiplicity=1 e_lumo_ev=0.9945 total_charge=-1
O 5.079 -0.732 2.176
S 5.166 0.318 1.149
O 6.416 1.065 1.108
C 4.736 -0.494 -0.456
C 3.170 -0.790 -0.384
C 2.195 0.149 -0.899
S 2.627 1.727 -1.697
C 0.701 -0.194 -0.748
C 0.251 -1.402 -0.103
C -1.247 -1.794 0.125
C -2.292 -0.661 -0.251
C -2.374 0.520 0.806
C -1.851 1.921 0.298
O -2.313 2.173 -1.054
C 1.295 -2.378 0.400
N 1.128 -3.591 1.015
S 2.604 -4.267 1.427
N 3.619 -3.059 0.811
C 2.798 -2.109 0.286
H 4.120 1.208 1.404
H 5.214 -1.512 -0.557
H 5.022 0.113 -1.357
H 1.636 2.605 -1.290
H -0.016 0.561 -1.146
H -1.486 -2.758 -0.408
H -1.360 -2.005 1.235
H -3.317 -1.177 -0.258
H -2.086 -0.341 -1.307
H -3.468 0.647 1.076
H -1.853 0.167 1.742
H -0.720 2.001 0.338
H -2.231 2.735 0.982
H -1.554 2.062 -1.654
C -7.391 -2.957 1.077
C -6.452 -1.811 0.733
C -7.181 -0.476 0.741
O -5.882 -2.033 -0.556
H -8.200 -3.030 0.343
H -6.857 -3.909 1.056
H -7.830 -2.823 2.068
H -5.627 -1.784 1.450
H -7.983 -0.466 -0.004
H -6.497 0.335 0.482
H -7.614 -0.269 1.722
H -6.601 -2.059 -1.199
C 7.663 3.913 -1.161
F 7.902 4.905 -0.273
F 8.396 4.208 -2.261
F 8.208 2.797 -0.635
S 5.858 3.718 -1.540
O 5.452 4.999 -2.091
O 5.236 3.411 -0.262
O 5.792 2.624 -2.499


Entry 5:
9
Properties=species:S:1:pos:R:3 method="wB97M-V/def2-TZVPD" spin_multiplicity=1 relative_energy_kcal_mol=101.6 e_lumo_ev=0.2595
O 0.438 1.785 -1.593
C -0.094 1.378 -0.575
C -0.540 0.003 -0.466
C 0.405 -1.000 0.028
O -0.321 -0.510 1.207
H -0.363 2.060 0.261
H -1.222 -0.895 1.144
H 0.239 -2.060 -0.182
H 1.459 -0.760 0.175


Entry 6:
43
Properties=species:S:1:pos:R:3 method="wB97M-V/def2-TZVPD" spin_multiplicity=1 relative_energy_kcal_mol=279.3 e_lumo_ev=-4.0315 total_charge=+1
O 0.917 1.339 2.034
H 1.135 2.239 1.780
H 1.481 1.045 2.753
H -0.006 1.256 2.283
O 2.411 1.895 -0.725
H 1.992 1.031 -0.707
H 2.831 2.079 0.118
H 1.682 2.519 -0.736
C 0.130 0.423 -0.290
O 1.509 0.083 -0.521
H -0.560 0.584 -1.119
H -0.307 -0.480 0.137
H 0.049 1.047 0.600
O -2.689 0.725 -0.786
H -2.427 0.230 -1.562
H -3.230 0.116 -0.284
O 2.204 -1.645 -1.302
H 1.649 -1.034 -0.818
H 3.027 -1.172 -1.429
O -1.077 -1.879 -1.608
H -0.177 -1.962 -1.296
H -1.453 -2.752 -1.493
O -0.965 0.998 2.408
H -1.565 1.692 2.135
H -1.335 0.199 2.032
O -1.582 2.680 -0.532
H -1.660 1.745 -0.343
H -2.000 2.788 -1.387
O 3.174 -0.048 0.688
H 3.236 -0.851 1.205
H 2.309 -0.092 0.279
O 0.789 -1.947 0.671
H 0.450 -2.659 0.129
H 0.816 -1.190 0.086
O -1.397 -1.297 2.206
H -2.257 -1.716 2.160
H -1.126 -1.206 1.293
O -2.407 -1.510 0.139
H -1.780 -1.432 -0.580
H -2.476 -2.452 0.297
O 0.276 -0.087 -2.894
H 0.485 0.839 -3.016
H -0.072 -0.140 -2.004


Entry 7:
24
Properties=species:S:1:pos:R:3 method="wB97M-V/def2-TZVPD" spin_multiplicity=1 smiles=CC[C@H](C)NCN.O relative_energy_kcal_mol=21.5 e_lumo_ev=0.5504
C 2.552 -0.186 1.018
C 1.193 -0.146 1.689
C 0.009 -0.172 0.722
C -1.291 -0.230 1.573
N 0.221 -1.168 -0.341
C -1.017 -1.549 -1.022
N -0.752 -2.180 -2.316
H 3.314 0.378 1.563
H 3.026 -1.173 0.952
H 2.562 0.200 -0.001
H 0.977 -0.903 2.443
H 1.145 0.800 2.241
H -0.099 0.762 0.159
H -1.226 -0.896 2.436
H -1.331 0.769 2.017
H -2.190 -0.435 1.002
H 0.711 -2.008 -0.039
H -1.705 -2.143 -0.416
H -1.649 -0.694 -1.302
H 0.015 -2.844 -2.223
H -0.529 -1.516 -3.050
O -1.328 5.494 -2.256
H -0.879 4.742 -1.812
H -1.728 5.097 -3.036


Entry 8:
6
Properties=species:S:1:pos:R:3 method="wB97M-V/def2-TZVPD" spin_multiplicity=1 relative_energy_kcal_mol=40.8 e_lumo_ev=2.9222 total_charge=-1
C -1.953 0.294 -1.220
O -1.416 0.912 -2.054
O 2.687 -0.271 0.993
S -3.084 -0.290 -0.317
S 0.976 -0.535 0.648
H 2.790 -0.109 1.950


Entry 9:
24
Properties=species:S:1:pos:R:3 method="wB97M-V/def2-TZVPD" spin_multiplicity=1 relative_energy_kcal_mol=47.3 e_lumo_ev=-6.2717 total_charge=+1
C -1.040 -0.808 1.068
C -1.705 0.019 -1.313
C -0.814 1.532 0.421
C 0.387 -1.082 0.590
C -0.316 -0.634 -1.569
C 0.500 1.116 -0.183
C -1.675 0.339 0.268
N 4.188 -0.473 1.021
N 0.695 -0.282 -0.539
P 3.892 0.544 0.034
H -1.741 -1.614 0.991
H -1.030 -0.457 2.111
H -1.766 0.981 -1.822
H -2.589 -0.614 -1.536
H -0.742 1.966 1.484
H -1.211 2.229 -0.193
H 1.161 -0.836 1.356
H 0.472 -2.124 0.220
H -0.425 -1.769 -1.664
H 0.161 -0.271 -2.519
H 0.808 1.685 -1.017
H 1.312 1.297 0.523
H -2.717 0.505 0.509
H 4.195 -1.249 1.761


Entry 10:
114
Properties=species:S:1:pos:R:3 method="wB97M-V/def2-TZVPD" spin_multiplicity=2 relative_energy_kcal_mol=98.7 e_lumo_ev="2.2510 / 2.1713" s_squared=0.750 total_charge=-1
C -5.414 27.133 6.374
O -4.916 25.957 5.690
C -5.804 24.844 5.896
C -5.047 23.585 5.445
N -4.542 23.623 4.070
C -5.597 23.407 3.084
C -5.145 23.590 1.607
O -4.915 24.991 1.377
C -4.866 25.352 -0.007
H -4.869 27.132 7.317
H -6.485 27.096 6.573
H -5.133 28.015 5.798
H -6.839 24.920 5.563
H -5.972 24.685 6.961
H -5.445 22.610 5.730
H -4.188 23.534 6.114
H -4.060 24.478 3.829
H -6.428 24.065 3.339
H -6.049 22.437 3.293
H -5.918 23.220 0.935
H -4.249 23.005 1.397
H -4.902 26.435 -0.124
H -5.709 24.945 -0.565
H -3.947 25.011 -0.484
C 1.172 28.009 6.858
O -0.012 28.097 5.976
C -0.723 26.920 5.812
C -1.870 26.943 4.792
N -1.354 27.214 3.453
C -2.318 26.934 2.420
C -1.683 27.035 0.966
O -1.500 28.369 0.462
C -0.788 28.392 -0.751
H 0.959 27.618 7.853
H 1.557 29.014 7.033
H 1.986 27.408 6.453
H -1.101 26.772 6.823
H -0.059 26.078 5.613
H -2.548 27.711 5.162
H -2.469 26.040 4.910
H -0.927 28.120 3.319
H -3.096 27.676 2.592
H -2.750 25.935 2.476
H -2.405 26.614 0.266
H -0.884 26.298 0.883
H -0.366 29.370 -0.984
H -1.404 28.113 -1.605
H 0.047 27.693 -0.694
C -1.011 22.742 7.466
C -0.479 22.914 8.914
C 0.013 24.396 9.080
C -1.037 25.497 9.377
C -1.976 25.008 10.428
C -2.709 23.626 10.105
N -1.647 22.609 9.821
O -2.172 21.394 9.498
C -3.329 23.218 11.424
C -3.773 23.971 9.034
C 0.796 22.095 9.084
H -1.530 23.664 7.202
H -1.709 21.926 7.281
H -0.292 22.581 6.663
H 0.733 24.469 9.895
H 0.573 24.818 8.245
H -1.698 25.766 8.553
H -0.542 26.419 9.683
H -2.761 25.707 10.716
H -1.311 24.991 11.291
H -3.832 22.261 11.293
H -2.639 23.167 12.267
H -4.163 23.898 11.596
H -3.385 24.525 8.179
H -4.263 23.090 8.619
H -4.608 24.500 9.495
H 1.243 22.113 10.078
H 1.582 22.383 8.386
H 0.605 21.038 8.902
H -2.122 20.880 10.307
C 1.474 24.671 1.013
O 2.851 24.560 0.697
H 1.006 23.761 1.388
H 1.323 25.547 1.644
H 0.862 24.833 0.125
H 2.854 23.822 0.082
C 2.621 22.593 4.760
O 2.628 23.950 4.513
H 1.964 22.302 5.579
H 2.225 22.065 3.893
H 3.632 22.219 4.920
H 1.819 24.295 4.129
C -1.086 23.645 3.531
O -0.154 24.639 3.593
H -1.735 23.773 4.397
H -1.769 23.470 2.699
H -0.539 22.703 3.494
H -0.545 25.514 3.536
C -4.216 20.195 3.722
O -3.326 21.258 3.630
H -5.195 20.619 3.494
H -4.018 19.381 3.026
H -4.184 19.820 4.745
H -3.859 22.033 3.825
C -0.874 20.447 1.281
O -0.827 20.571 2.653
H -1.761 19.855 1.054
H -0.977 21.380 0.726
H 0.072 20.055 0.908
H -1.680 20.851 2.993
C -0.605 18.986 5.912
O 0.329 19.866 5.235
H -0.459 17.996 5.479
H -0.341 19.121 6.961
H -1.602 19.367 5.692
H 0.158 19.918 4.292


Entry 11:
14
Properties=species:S:1:pos:R:3 method="wB97M-V/def2-TZVPD" spin_multiplicity=1 smiles=CNCCS relative_energy_kcal_mol=20.7 e_lumo_ev=1.0821
C -2.048 -0.746 -0.164
N -0.891 -0.096 0.399
C 0.390 -0.060 -0.252
C 1.274 1.046 0.250
S 3.067 1.000 -0.149
H -2.160 -1.772 0.220
H -2.959 -0.234 0.164
H -2.035 -0.790 -1.250
H -0.877 -0.156 1.388
H 0.264 -0.116 -1.335
H 0.903 -1.026 -0.070
H 1.143 1.213 1.333
H 0.935 2.039 -0.036
H 2.994 -0.303 -0.499


Entry 12:
12
Properties=species:S:1:pos:R:3 method="wB97M-V/def2-TZVPD" spin_multiplicity=1 relative_energy_kcal_mol=176.4 e_lumo_ev="0.4389 / 0.1539"
C 1.084 -0.281 -0.047
C -0.299 -0.679 0.282
C 0.624 1.178 -1.743
O -0.952 0.359 1.092
O 1.443 0.412 -1.097
N -1.563 0.058 2.240
O -1.588 -1.090 2.572
H 1.904 -0.580 0.585
H -0.305 -1.622 0.838
H -0.926 -0.789 -0.608
H 0.967 1.625 -2.659
H -0.388 1.409 -1.456


Entry 13:
26
Properties=species:S:1:pos:R:3 method="wB97M-V/def2-TZVPD" spin_multiplicity=1 relative_energy_kcal_mol=63.9 e_lumo_ev=-2.5869 total_charge=+1
C -1.546 1.157 0.641
C -1.666 0.049 -1.532
C -2.524 -0.968 0.565
C 2.965 -1.343 -0.663
C 2.377 1.321 1.166
C -0.178 -0.753 0.111
N -1.492 -0.079 -0.034
Si 2.092 0.417 -0.423
H -1.041 1.997 0.148
H -2.420 1.726 0.761
H -1.149 1.248 1.624
H -2.413 0.808 -1.688
H -0.736 0.135 -2.145
H -2.065 -0.921 -1.866
H -2.264 -2.010 0.265
H -2.526 -0.792 1.584
H -3.511 -0.739 0.199
H 2.669 -1.831 -1.599
H 4.040 -1.129 -0.709
H 2.579 -1.780 0.134
H 2.376 0.823 2.026
H 3.314 1.764 1.294
H 1.611 2.111 1.152
H -0.035 -1.218 1.129
H -0.127 -1.529 -0.712
H 1.671 1.533 -1.427


Entry 14:
20
Properties=species:S:1:pos:R:3 method="wB97M-V/def2-TZVPD" spin_multiplicity=1 relative_energy_kcal_mol=114.0 e_lumo_ev="-3.7398 / -3.7416" total_charge=+1
C -0.240 -0.013 -0.202
C 1.259 -0.322 -0.342
C -0.763 1.361 0.071
C 2.536 1.631 0.122
C -2.358 -1.242 -0.253
N -1.031 -1.089 0.442
S 0.373 -0.537 -1.824
S 1.949 -1.665 0.582
H -1.811 1.378 -0.384
H -0.101 2.326 -0.170
H -0.962 1.503 1.137
H 1.969 1.459 1.026
H 2.284 2.354 -0.655
H 3.570 1.313 0.150
H -3.115 -0.912 0.396
H -2.213 -0.661 -1.227
H -2.565 -2.327 -0.466
H -0.596 -1.993 0.305
H -1.293 -0.786 1.397
H 3.110 -1.778 -0.104


Entry 15:
65
Properties=species:S:1:pos:R:3 method="wB97M-V/def2-TZVPD" spin_multiplicity=1 e_lumo_ev=1.9491 total_charge=-1
N 3.304 1.089 2.515
C 3.164 0.995 1.030
C 1.910 0.257 0.524
C 0.653 0.954 1.075
C -0.624 0.164 0.759
C -1.751 1.047 0.276
F -1.526 1.406 -1.006
F -1.868 2.181 0.970
C -3.100 0.257 0.261
F -3.839 0.732 -0.754
F -2.901 -1.013 -0.020
C -3.914 0.350 1.558
F -4.353 1.592 1.759
F -3.223 0.008 2.624
C -5.189 -0.553 1.556
F -4.885 -1.802 1.699
F -5.884 -0.228 2.637
F -5.947 -0.362 0.521
P 2.119 -1.435 1.088
O 1.236 -2.360 -0.005
I 0.937 -1.858 3.262
H 2.534 0.645 3.004
H 3.292 2.051 2.834
H 4.027 0.440 0.679
H 3.187 2.019 0.640
H 0.577 1.898 0.511
H 0.730 1.239 2.127
H -0.977 -0.269 1.697
H -0.451 -0.621 0.030
H 1.857 -3.000 -0.382
C 4.127 0.703 -3.347
N 4.638 0.431 -1.977
O 5.342 1.281 -1.457
O 4.301 -0.620 -1.483
H 4.495 1.671 -3.669
H 4.491 -0.088 -3.997
H 3.041 0.695 -3.293
C 4.600 -3.280 -3.160
N 4.222 -4.178 -2.038
O 3.179 -3.965 -1.452
O 5.001 -5.076 -1.775
H 3.833 -2.528 -3.278
H 5.550 -2.825 -2.898
H 4.690 -3.895 -4.052
C 0.094 -3.096 -4.299
N 1.379 -2.415 -3.978
O 2.103 -2.096 -4.918
O 1.610 -2.227 -2.810
H 0.016 -3.199 -5.376
H 0.111 -4.067 -3.813
H -0.707 -2.477 -3.906
C -5.325 3.649 -0.943
N -6.097 4.865 -1.325
O -5.575 5.948 -1.144
O -7.206 4.688 -1.794
H -4.365 3.955 -0.543
H -5.905 3.116 -0.195
H -5.198 3.048 -1.839
C -1.217 0.936 6.391
N -0.242 0.809 5.272
O 0.940 0.915 5.542
O -0.706 0.603 4.171
H -0.668 1.115 7.309
H -1.871 1.772 6.159
H -1.775 0.006 6.445